1.
Computed, not measured: a cluster of 2 separate species, C2H8N3O in total in a non-equilibrium geometry, with wB97M-V/def2-TZVPD.

```
14
Properties=species:S:1:pos:R:3:forces:R:3:lowdin_charge:R:1
C -0.366 0.620 2.391 -1.006 1.611 3.543 -0.008
C 0.146 -0.564 -3.383 1.958 1.206 1.566 -0.055
N 0.912 0.225 1.855 -4.361 -4.122 0.817 0.020
N 0.996 -0.930 1.438 5.299 2.655 -1.199 0.280
N 0.018 -1.090 -2.113 0.021 -3.890 2.503 -0.097
O 0.051 -0.518 -1.049 0.097 1.491 -1.310 -0.037
H -0.317 1.446 3.177 0.544 -0.633 -1.388 0.135
H -0.895 0.979 1.551 -1.143 0.300 -0.734 0.093
H -0.885 -0.148 3.024 0.624 0.061 -1.353 0.131
H 0.020 0.446 -3.425 -0.429 2.904 -0.676 0.074
H -0.353 -1.178 -3.996 -3.116 -1.774 -2.209 0.067
H 1.079 -0.889 -3.797 1.504 0.129 0.426 0.124
H 1.558 0.956 1.786 2.424 0.704 -0.696 0.168
H 0.261 -1.568 1.511 -2.415 -0.641 0.709 0.104
```
Forces are in eV/Å.

Values from the calculation:
HOMO = -0.45408 hartree
Total charge = +1
HOMO-LUMO gap = 6.16 eV


2.
Computed, not measured: a structure of composition C38H46N5O2ScSi, with wB97M-V/def2-TZVPD.

```
93
Properties=species:S:1:pos:R:3:forces:R:3:lowdin_charge:R:1
Sc 0.898 0.573 0.259 0.162 0.389 0.489 0.993
C 2.396 3.445 -0.038 0.019 0.091 0.104 -0.102
N 1.622 2.755 1.008 0.025 -0.099 -0.046 -0.230
C 2.445 2.576 2.214 0.007 0.151 0.028 -0.093
C 1.785 1.596 3.143 -0.011 -0.058 0.040 -0.245
C 1.915 1.644 4.520 0.012 0.039 -0.081 0.018
C 1.260 0.691 5.283 -0.012 -0.043 0.052 -0.008
C 0.486 -0.273 4.653 -0.003 0.023 -0.060 -0.014
C 0.403 -0.255 3.274 0.024 0.060 0.077 -0.105
N 1.048 0.659 2.536 -0.126 -0.181 -0.105 0.040
C 0.385 3.499 1.301 0.100 0.070 0.012 -0.094
C -0.538 3.435 0.109 -0.029 0.015 0.010 -0.261
C -1.480 4.422 -0.113 0.051 -0.026 -0.021 0.010
C -2.283 4.340 -1.240 -0.018 0.024 0.007 -0.015
C -2.105 3.279 -2.110 -0.005 -0.073 0.034 -0.018
C -1.153 2.326 -1.806 0.043 0.014 -0.032 -0.085
N -0.374 2.390 -0.717 0.090 -0.180 0.032 0.060
C 3.329 2.506 -0.747 -0.009 -0.035 -0.009 -0.243
C 4.494 2.964 -1.342 -0.053 -0.035 0.031 0.015
C 5.271 2.077 -2.066 0.031 0.018 -0.016 -0.010
C 4.867 0.753 -2.162 -0.026 -0.029 0.030 -0.017
C 3.710 0.371 -1.515 0.027 0.055 0.039 -0.094
N 2.945 1.224 -0.818 -0.238 -0.065 -0.146 0.054
H 2.945 4.297 0.381 0.002 -0.042 -0.007 0.148
H 1.696 3.851 -0.770 0.026 -0.003 -0.021 0.140
H 2.622 3.532 2.721 -0.009 -0.032 -0.014 0.147
H 3.420 2.191 1.903 -0.008 -0.020 0.019 0.146
H 2.509 2.421 4.982 0.011 0.007 0.014 0.131
H 1.342 0.708 6.361 -0.005 0.006 0.014 0.128
H -0.056 -1.020 5.215 0.000 -0.005 0.026 0.124
H -0.193 -0.968 2.720 -0.009 0.019 0.012 0.095
H 0.607 4.544 1.550 -0.015 -0.038 -0.011 0.148
H -0.089 3.056 2.180 -0.038 -0.033 -0.034 0.142
H -1.564 5.249 0.578 -0.029 0.012 0.006 0.130
H -3.027 5.099 -1.439 -0.011 0.015 -0.005 0.128
H -2.697 3.172 -3.007 -0.033 0.015 -0.011 0.126
H -0.998 1.482 -2.464 -0.021 -0.011 0.023 0.107
H 4.778 4.002 -1.237 0.020 0.021 -0.017 0.131
H 6.181 2.412 -2.544 0.008 -0.005 -0.012 0.128
H 5.439 0.026 -2.718 0.029 -0.001 -0.007 0.122
H 3.370 -0.655 -1.536 0.023 0.059 -0.035 0.089
C -1.409 -3.469 0.722 0.075 -0.051 0.050 -0.079
C -2.573 -2.502 0.495 -0.097 -0.191 0.115 -0.600
C -3.702 -3.239 -0.235 -0.055 -0.061 -0.037 -0.074
C -3.110 -2.027 1.854 -0.045 -0.039 0.072 -0.076
Si -2.015 -0.984 -0.447 0.553 0.299 0.346 0.546
O -0.768 -0.272 0.407 -0.486 -0.237 -0.383 -0.360
C -3.394 0.255 -0.582 -0.098 0.228 -0.059 -0.230
C -4.275 0.300 -1.666 -0.028 -0.014 -0.016 -0.082
C -5.296 1.240 -1.729 0.033 0.016 0.052 -0.068
C -5.446 2.166 -0.707 -0.011 0.010 -0.009 -0.072
C -4.582 2.142 0.380 -0.014 -0.006 -0.021 -0.080
C -3.571 1.195 0.440 -0.022 0.001 0.012 -0.104
C -1.296 -1.332 -2.154 -0.006 -0.110 -0.288 -0.196
C -1.965 -2.070 -3.140 -0.034 0.011 0.044 -0.071
C -1.431 -2.253 -4.409 0.004 0.017 0.033 -0.050
C -0.209 -1.691 -4.747 0.040 0.029 0.001 -0.057
C 0.482 -0.946 -3.801 -0.133 -0.083 -0.051 -0.073
C -0.069 -0.791 -2.540 0.225 0.140 0.249 -0.165
H -1.729 -4.310 1.345 -0.034 -0.001 0.002 0.094
H -0.568 -2.989 1.235 0.017 0.057 -0.022 0.063
H -1.048 -3.890 -0.218 0.045 0.012 -0.072 0.078
H -4.101 -4.037 0.397 0.012 0.011 0.045 0.095
H -3.356 -3.715 -1.153 0.028 0.015 -0.035 0.071
H -4.536 -2.578 -0.480 0.000 0.034 -0.007 0.085
H -3.417 -2.889 2.452 0.008 -0.025 -0.010 0.095
H -3.983 -1.383 1.744 -0.025 0.025 -0.031 0.084
H -2.364 -1.477 2.432 0.054 0.029 -0.017 0.062
H -4.176 -0.407 -2.481 0.040 -0.026 -0.019 0.098
H -5.979 1.245 -2.568 0.008 0.002 -0.029 0.111
H -6.243 2.897 -0.751 -0.008 0.000 0.003 0.111
H -4.708 2.856 1.184 0.003 0.003 0.020 0.109
H -2.914 1.185 1.303 0.056 -0.019 -0.003 0.102
H -2.930 -2.511 -2.927 -0.017 -0.016 0.033 0.097
H -1.976 -2.834 -5.141 -0.020 -0.011 -0.014 0.116
H 0.198 -1.827 -5.740 0.008 -0.002 -0.008 0.114
H 1.435 -0.493 -4.049 0.015 0.012 0.009 0.110
H 0.529 -0.216 -1.821 -0.120 -0.107 -0.307 0.050
C 2.947 -2.535 2.440 0.005 -0.075 -0.020 0.010
N 2.735 -3.181 1.144 -0.012 -0.103 -0.108 -0.095
C 3.043 -4.614 1.008 -0.030 0.111 0.065 0.002
C 2.210 -2.472 0.161 -0.021 0.160 0.233 -0.431
C 1.969 -3.068 -1.186 -0.016 -0.072 0.014 0.055
O 1.919 -1.257 0.368 0.112 0.047 -0.220 -0.110
H 3.540 -3.200 3.060 0.006 0.054 0.022 0.098
H 1.994 -2.342 2.932 0.032 -0.009 0.003 0.085
H 3.476 -1.593 2.308 -0.019 0.006 0.006 0.100
H 3.475 -4.951 1.945 -0.006 -0.049 -0.039 0.094
H 3.766 -4.784 0.214 0.007 -0.018 0.002 0.103
H 2.136 -5.186 0.818 0.019 -0.029 -0.005 0.105
H 2.253 -4.110 -1.268 0.013 -0.004 -0.002 0.087
H 2.514 -2.489 -1.933 -0.016 -0.049 -0.015 0.091
H 0.911 -2.961 -1.423 -0.045 -0.011 0.002 0.086
```
Forces are in eV/Å.

Values from the calculation:
HOMO = -0.49050 hartree
Total charge = +2
HOMO-LUMO gap = 8.35 eV


3.
Computed, not measured: the ion C9H8NO2 with charge +1 in a non-equilibrium geometry, with wB97M-V/def2-TZVPD.

```
20
Properties=species:S:1:pos:R:3:forces:R:3:lowdin_charge:R:1
C -0.407 -1.791 0.540 -0.674 0.864 0.855 0.026
C -1.741 -1.659 0.814 -0.799 -2.463 1.669 0.030
C -1.595 0.605 0.192 -1.200 2.466 0.236 0.054
C 0.423 -0.727 0.167 -2.758 1.196 -0.144 -0.177
C -0.261 0.481 -0.032 0.147 1.730 -0.109 -0.128
C -2.367 -0.408 0.712 -0.766 -1.756 0.262 -0.263
C 0.516 1.644 -0.584 -1.081 0.223 0.505 -0.183
C 1.710 -0.874 -0.159 -1.053 -4.435 1.378 0.071
C 3.295 0.221 -1.513 4.199 3.128 -1.591 0.107
N 1.279 2.441 0.047 -1.338 0.013 -0.725 0.162
O -3.649 -0.219 1.076 1.406 0.466 -0.467 0.145
O 2.502 -0.123 -0.639 2.647 2.017 -0.251 0.048
H 0.109 -2.631 0.811 0.851 -2.553 0.327 0.107
H -2.289 -2.564 1.336 1.059 1.926 -1.388 0.178
H -2.128 1.572 0.139 0.642 -0.385 -0.343 0.163
H 0.194 1.754 -1.617 1.103 0.370 -0.627 0.135
H 4.310 0.862 -1.265 -3.058 -1.798 -0.149 0.194
H 1.063 2.333 1.036 0.897 -0.388 0.451 0.082
H 3.031 0.098 -2.558 -0.089 -0.425 0.105 0.121
H -3.995 -1.013 1.498 -0.135 -0.193 0.008 0.131
```
Forces are in eV/Å.

Values from the calculation:
HOMO (alpha / beta) = -0.48730 / -0.48752 hartree
Total charge = +1
HOMO-LUMO gap (alpha / beta) = 8.07 / 8.07 eV


Respective ΔE to the lowest compared entry with this formula, charge and spin values: 180.3, 3.6, 109.6 kcal/mol.
Respective M values: 90.1, 677.9, 162.2 Da.